1.
Entry from the OMol25 dataset: a cluster of 23 separate species, C32H118N8O23 in total in a non-equilibrium geometry (ωB97M-V/def2-TZVPD).

```
181
C32H118N8O23 ωB97M-V/def2-TZVPD
H 2.0150 -4.5513 -35.0761
O 4.3584 -3.7775 -42.1990
H 6.9629 -2.1439 -43.1958
H 6.4229 0.0877 -45.5132
H -2.2362 -5.1726 -37.0231
H 4.8373 -0.7623 -46.0120
H 8.5334 -7.9667 -38.6552
H 5.6090 -1.5621 -41.3896
H 0.5514 -5.7206 -44.5456
H -2.1323 -3.9106 -40.0589
C 0.4260 -2.9863 -47.1010
H 3.7327 -5.5929 -41.7553
O -0.3793 3.3799 -37.2813
H 5.4885 -11.1447 -41.8917
H 1.3716 -0.4343 -41.8169
C -0.6267 -5.1098 -47.1356
H -1.4343 -5.0218 -46.4038
H 0.1595 -2.7044 -48.1221
H 2.5983 0.1991 -35.1395
H 1.2931 -5.1331 -41.6222
H 1.5224 -3.3450 -40.3581
H 0.1566 -3.9234 -42.1804
O 6.6611 -4.3532 -40.6535
H 1.1686 -1.9979 -44.6924
C 6.9955 -7.6661 -40.2033
C 7.1318 -0.0015 -40.7952
H 2.2744 -1.4515 -35.5209
H 1.9728 -8.4166 -40.1368
H 5.9053 -0.6571 -36.7923
N 7.3498 -1.9204 -42.2858
N -1.8936 -6.0274 -37.4418
H 1.7454 -8.9069 -44.9250
O 5.4425 -0.9076 -44.0437
H 2.2135 -2.2273 -33.1324
C 0.2256 -4.9190 -41.7423
H 8.1057 -2.7071 -38.4700
H 5.8566 -4.1975 -41.1682
N 1.7187 -3.1709 -37.6452
H 1.0985 -1.8066 -39.5993
H 0.2504 0.0767 -37.4053
C 6.3185 -9.0096 -40.4140
H 6.4983 -5.1813 -40.1798
H -0.3978 -6.1770 -47.1120
H 2.5485 -2.6688 -47.3678
O -2.0822 -2.9739 -40.2686
N -1.6519 0.4809 -37.2423
H 4.5639 -3.4289 -43.0733
O 6.6233 -5.0941 -37.0312
C 8.4753 -7.7505 -39.7204
H 4.0523 -7.0488 -42.0737
C 5.8119 -0.0694 -42.9599
H -2.0858 -7.2400 -35.7259
H 2.1966 -3.2012 -36.7544
H 1.3972 -4.1248 -37.7988
H -2.4148 1.0630 -37.5680
N 2.9030 -1.5047 -32.9826
C -1.7570 -8.4649 -37.4682
H -2.2630 -11.7684 -37.1910
H 4.9768 0.5680 -42.6642
C 1.9991 -2.4644 -45.2207
H 2.1975 -3.4685 -44.8417
H 0.1628 -2.2951 -37.7671
H 7.8678 -0.4763 -40.1492
H -0.6824 -7.9499 -42.4585
O -2.1022 -9.6593 -36.8387
H 3.2738 -1.9588 -38.2594
H 3.9969 -5.2801 -35.5949
C 3.7127 -3.9117 -38.8046
H 6.4286 -11.7642 -40.4779
H 0.5470 1.0121 -39.7737
H 5.3667 -8.8044 -40.9092
H 7.2929 -2.6823 -41.6251
C -2.0867 -10.8000 -37.6555
H -1.6289 -2.5767 -39.5043
H 6.2136 -7.6536 -38.3379
H 6.5020 -5.6530 -37.8154
H 0.8535 -0.4654 -46.4429
C 5.3919 -0.1849 -45.2755
O 1.5845 -4.0183 -34.3951
H 1.8740 -6.0838 -36.9216
O 7.0506 -9.9138 -41.2739
H 2.4216 -0.3575 -46.7104
C 0.6753 -6.5127 -43.8009
H -1.2544 -5.6951 -43.0413
H 3.6676 -0.5497 -36.2167
H -0.0547 4.4900 -35.4554
H 3.2523 -4.8489 -39.1242
O 3.4925 0.4642 -39.1674
H -0.1780 -4.8825 -40.7322
H -2.8177 -10.6556 -38.4560
H -1.2324 -2.1331 -41.7855
H 8.9832 -6.8091 -39.9354
C 0.2135 2.1518 -36.9150
H 1.7021 -6.6822 -43.4731
H 6.3187 -2.2335 -35.2341
O 5.5818 -0.7021 -37.6958
H 3.1118 -0.2840 -39.6378
H 5.3438 -0.6005 -32.7002
H -0.8935 0.1528 -39.5226
H 1.3056 2.2019 -36.9380
H 0.2485 -9.0150 -45.8651
C -0.4047 1.0897 -39.2469
H -0.9949 -1.2817 -37.6458
N 6.2499 -6.9973 -39.1089
H -2.0257 -8.4997 -38.5286
C -0.2953 -6.0448 -42.6561
H 6.3257 0.4257 -40.1926
H 1.6422 -2.0148 -42.4701
O 0.5850 -4.4215 -46.9171
O 7.1475 -2.7234 -38.5364
H 7.0828 -11.7812 -42.1118
H 6.9858 -1.8775 -33.6261
H -0.6688 -8.3429 -37.4545
H 4.1491 0.0561 -38.5869
H -1.5996 0.6557 -36.2440
H -0.6013 -0.6229 -43.8651
O 2.2012 -7.6541 -39.6000
H 1.1178 4.5777 -36.7036
C 6.4700 -11.2089 -41.4160
H -2.0969 -1.1227 -42.5294
H 6.6417 0.5569 -43.3014
C -3.9377 -7.1704 -36.7993
H 5.2932 -6.8462 -39.4128
H 4.9091 0.7971 -45.2575
O -0.7633 -2.1394 -38.0366
H 6.1755 -9.3871 -39.3988
H -0.3730 -2.6234 -46.4502
N 1.6002 -0.8741 -46.9941
H 2.8673 -1.8455 -44.9806
H -0.9413 1.9758 -39.5802
O -1.2726 -1.6118 -42.6009
C 1.9334 -2.4460 -39.8922
C 1.7282 -2.3141 -46.7439
O 3.2375 -5.8047 -35.8709
H -1.0994 -10.8707 -38.1241
H 7.7703 -1.3837 -35.0944
O -0.5508 -0.2857 -44.7757
H 2.7363 -7.0912 -40.1835
C -2.3889 -7.2227 -36.7771
O 6.0895 -0.2599 -34.6061
O 2.7843 -1.7871 -40.8016
O 0.0637 -7.6321 -44.4233
H 2.8905 -0.7865 -42.5506
H 7.6692 0.8441 -41.2268
C 3.8253 -1.2458 -34.0729
C 6.7908 -1.4618 -34.6175
C 2.1282 -1.2181 -41.8996
H 3.2895 -1.6935 -32.0688
N -0.6105 -7.1841 -41.7938
C 4.9803 -0.3461 -33.7016
H 6.5134 -4.1930 -37.3582
H -0.8861 -5.9176 -37.4454
H -1.2691 -0.7274 -45.2345
H 6.1074 -1.3990 -38.1105
H -0.3493 5.4482 -36.9032
C 0.9091 -8.3338 -45.3281
H 9.0453 -8.4372 -40.3470
H 0.6885 -4.3617 -34.3479
O 1.1853 -6.1089 -37.6076
H -4.3206 -6.2566 -36.3412
H 0.2056 -7.4747 -41.2637
H 6.9160 -7.0828 -41.1206
C -0.3346 0.9486 -37.7045
H 4.2351 -4.0902 -37.8663
H -0.0409 1.9607 -35.8658
C 2.7070 -2.8008 -38.6605
H 1.2579 -7.6364 -46.0941
H 4.6868 0.6940 -33.5451
H 3.8703 -3.0676 -41.7605
H -4.3877 -7.2931 -37.7829
C 0.0357 4.4947 -36.5450
H -1.0543 -4.9325 -48.1254
H 4.2483 -2.2359 -34.2808
H 1.5406 -6.7187 -38.2732
O 3.9326 -6.4423 -41.3369
H 4.4186 -3.6099 -39.5821
C 6.3992 -0.9150 -41.7821
H 6.9634 -3.2421 -39.3403
H -4.2917 -7.9217 -36.0902
C 3.0938 -0.7599 -35.3149
H 3.3749 -6.6635 -35.4589
```

Values from the calculation:
DFT total energy	-94109.1732	eV
HOMO energy	-8.630	eV
LUMO	-0.31	eV
HOMO-LUMO gap	8.322	eV

Mulliken population analysis, charges in e, atoms 1 to 99: 0.252 -0.257 0.294 0.389 0.245 0.259 0.326 -1.017 -0.151 0.281 -0.989 -0.079 -0.357 0.277 0.214 -0.770 0.324 0.514 0.419 -0.150 -0.542 -0.085 -0.750 -0.148 0.416 -1.450 0.072 0.234 0.302 -0.895 -0.314 0.270 -0.292 0.236 -0.305 0.232 0.472 0.252 0.334 -0.599 -0.406 0.071 0.181 0.417 -0.686 -0.679 0.178 -0.766 -1.493 0.191 -1.224 0.234 -0.346 -0.447 0.235 -0.816 -0.508 0.265 0.336 0.576 0.228 0.204 0.274 0.380 -0.390 -1.290 0.228 1.131 0.313 0.149 0.112 0.396 -0.735 0.412 0.458 0.500 0.298 -1.023 -0.614 0.240 -0.362 0.264 0.195 0.366 0.149 0.315 -0.722 -0.857 0.195 0.328 0.284 0.305 -1.165 0.213 0.173 -0.565 0.209 0.472 0.292


2.
Entry from the OMol25 dataset: a structure of composition C32H14AsAuBF21GeO3S2 (ωB97M-V/def2-TZVPD).

```
76
C32H14AsAuBF21GeO3S2 ωB97M-V/def2-TZVPD
F 0.5738 -4.2459 5.0511
C -4.3460 3.0156 -3.6990
O -1.8206 2.1415 -3.4701
F 1.9789 -2.4860 -3.6268
H -4.6129 2.4864 -0.2868
C 1.6944 -6.0545 -4.0358
C -0.7217 1.9481 3.2394
C 4.2541 0.2610 0.4551
C 0.1146 -2.6461 1.8647
C -0.0848 -2.9834 3.1911
C 1.7861 -4.4961 3.0613
C 0.9616 2.7390 1.6933
C -1.4738 4.7435 -0.0534
C 3.1593 -1.6191 -0.6297
H 2.4792 4.0853 2.4059
C 1.8361 -3.7911 -3.3225
H -0.5884 5.3623 0.0221
C -1.6808 3.9946 -1.1934
H -3.9957 4.0077 -3.9803
H -2.6589 6.5300 2.0955
C -2.3912 4.7190 1.0016
F 6.4787 0.7583 -0.0869
F 1.2405 -7.7219 -2.4481
C -0.0882 2.7205 4.2106
C 1.8892 -4.7141 -4.3437
H -4.2263 3.8660 1.7169
C 1.3975 -5.4863 -1.7299
C 1.9594 -4.1298 1.7419
C 1.4427 -6.4437 -2.7292
C 5.4135 -0.0028 -0.2595
S -3.0662 2.2629 -2.7110
C -3.7604 3.1475 -0.2319
F 2.5928 -5.3745 3.6397
H -1.5935 1.3437 3.4494
H -1.1079 5.7426 2.3870
F -5.4277 -1.5016 -0.6535
H -2.5880 5.0899 3.1064
C 1.0404 3.4827 3.9177
F -0.6778 -1.7200 1.3169
F 1.7349 -6.9591 -4.9951
F 2.9747 -4.6607 1.0455
C 3.1579 -0.5526 0.2561
O -0.5673 1.3070 0.8432
F -3.9247 0.0658 0.5290
C -2.1685 5.5618 2.2197
C -2.8399 3.2193 -1.2744
F -3.8941 -1.3644 -2.6011
F -2.4336 0.1499 -1.3891
C 1.6164 -4.1456 -2.0005
C 5.4608 -1.0696 -1.1430
B 0.3602 1.6651 -0.0901
Ge 1.5579 -2.7187 -0.6969
C -0.1619 1.9855 1.9845
C 1.1261 -3.2189 1.1161
F -4.8141 0.6876 -1.6591
C 0.7525 -3.9162 3.7848
As -3.9506 -0.7323 -0.9993
F 2.0412 -0.3026 0.9660
H -5.2366 3.0547 -3.0744
F 6.5777 -1.3260 -1.8073
F 4.2167 1.2664 1.3204
O 1.3044 2.5512 0.3549
S -0.1791 -1.5542 -1.6344
H -0.9769 4.0251 -2.0149
F 4.4417 -2.9047 -2.1412
F -1.0531 -2.4151 3.8972
C -3.5250 3.9126 0.8939
Au 0.3094 0.8182 -1.9653
H 1.5041 4.0633 4.7034
H -0.4792 2.7231 5.2190
H -4.5026 2.3709 -4.5608
F 1.1371 -5.8908 -0.4867
F 2.1076 -4.3401 -5.5965
C 1.5949 3.5093 2.6395
C 4.3404 -1.8658 -1.3124
F -2.9915 -2.0309 -0.4066
```

Values from the calculation:
expectation value of S²	3.767
DFT total energy	-240007.3064	eV
2S+1	4
HOMO energy (spin up / spin down)	-11.733 / -11.734	eV
LUMO (spin up / spin down)	-3.48 / -6.43	eV
charge	+1
HOMO-LUMO gap (spin up / spin down)	8.251 / 5.307	eV
energy above the lowest of the compared OMol25 structures with the same formula, charge and spin	0.0	kcal/mol

From a Mulliken analysis of the wavefunction, the atomic charges in e read: -0.279 -1.139 -0.549 -0.355 0.421 0.578 -0.992 -0.145 -0.192 -0.153 0.103 0.891 -0.213 0.422 0.578 0.356 0.432 -0.898 0.423 0.393 0.675 -0.287 -0.270 -0.633 0.105 0.422 0.295 0.699 0.130 0.652 1.114 -0.603 -0.275 0.638 0.357 -0.443 0.390 -0.616 -0.046 -0.273 -0.371 0.104 -0.311 -0.452 -1.724 0.777 -0.502 -0.302 0.058 0.047 1.385 0.428 0.744 0.042 -0.483 0.674 2.066 -0.206 0.407 -0.272 -0.258 -0.209 -0.465 0.583 -0.281 -0.300 -0.808 -0.624 0.451 0.459 0.422 -0.253 -0.274 -1.135 0.278 -0.408


Molar mass per entry: 983.329; 1264.864 g/mol